# 1
This record from OMol25 describes a cluster of 2 separate species, C4H7NO in total. The level of theory is ωB97M-V/def2-TZVPD.

```
13
Properties=species:S:1:pos:R:3:forces:R:3
O 0.390864 -1.911527 0.323829 -0.114 0.023 0.248
C 0.508566 -0.781002 -0.503987 0.055 0.215 -0.180
C -0.742109 -0.039791 -0.908147 0.019 0.115 -0.032
C -0.504800 1.259755 -0.715098 -0.202 -0.075 -0.061
N 0.777885 1.520232 -0.123129 0.094 -0.381 -0.005
C 1.331809 0.376454 0.030379 0.030 0.178 -0.007
H -0.040775 -1.630598 1.141611 0.040 -0.094 -0.114
H 1.011327 -1.133792 -1.417364 -0.027 0.066 0.056
H -1.628898 -0.503870 -1.320905 0.138 0.079 0.034
H -1.152877 2.102132 -0.926320 0.095 -0.123 0.004
H 2.322659 0.264814 0.465698 -0.120 0.010 -0.049
H -1.447115 -0.181577 2.239590 0.007 0.001 0.059
H -1.007494 0.312756 1.901162 -0.014 -0.016 0.047
```
Forces are in eV/Å.

Calculated values
HOMO energy: -9.5 eV
Energy relative to the best compared isomer or geometry (same formula, charge and spin): 278.34 kJ/mol
Max |F|: 0.39 eV/Å
SMILES string: O[C@H]1C=CN=C1.[H][H]
E_tot: -7796.760 eV
LUMO: 0.38 eV

---

# 2
This record from OMol25 describes a cluster of 3 separate species, C4H13NO2 in total. The level of theory is ωB97M-V/def2-TZVPD.

```
20
Properties=species:S:1:pos:R:3:forces:R:3
C 2.705772 -0.927801 0.683732 -0.679 0.610 1.532
C 1.328955 -0.717584 0.103362 0.677 -0.088 1.061
C 0.863204 0.489388 -0.243024 -1.032 -0.582 -0.466
N -0.177045 0.585861 -1.227505 -0.135 1.319 0.188
C -0.480373 2.004241 -1.672581 0.223 -1.597 1.076
H 3.469189 -0.308454 0.217534 -0.010 -0.077 0.075
H 2.993550 -1.972728 0.673179 0.065 -0.131 -0.375
H 2.629734 -0.695253 1.767217 0.467 0.080 -0.324
H 0.688738 -1.579018 0.302545 -0.222 0.010 -1.538
H 1.058044 1.424601 0.288581 1.029 -0.013 -0.626
H 0.171550 0.129439 -2.053830 -0.276 -0.486 0.171
H 0.280135 2.608188 -1.182296 0.095 0.567 -0.664
H -1.448868 2.353651 -1.298877 0.037 -0.158 -0.288
H -0.446990 1.941904 -2.757163 -0.040 0.807 0.042
O -1.957039 0.386391 0.945206 -0.461 0.569 -0.616
H -2.814925 0.728132 0.676147 -0.565 -0.070 0.657
H -1.516112 0.574925 0.094103 0.716 -0.813 0.191
O -2.122985 -2.552954 1.530877 -0.141 -0.028 0.088
H -2.199472 -1.587359 1.561288 0.114 0.018 -0.186
H -3.025064 -2.885570 1.591503 0.136 0.062 0.001
```
Forces are in eV/Å.

Calculated values
HOMO energy: -8.0 eV
Energy relative to the best compared isomer or geometry (same formula, charge and spin): 209.69 kJ/mol
Max |F|: 1.94 eV/Å
SMILES string: C/C=C/NC.O.O
E_tot: -9942.023 eV
LUMO: 0.83 eV

---

# 3
This record from OMol25 describes a cluster of 2 separate species, C3H6O3S in total. The level of theory is ωB97M-V/def2-TZVPD.

```
13
Properties=species:S:1:pos:R:3:forces:R:3
C 0.100595 -0.458818 0.205181 1.993 -1.567 -0.951
C -0.298939 2.094227 0.137929 1.653 -0.573 -0.294
C 0.448270 0.817369 0.859111 -3.657 1.690 -0.811
O -0.171685 -2.876586 -2.346815 0.178 -0.295 0.246
O -0.815337 -3.406518 -0.052446 0.052 0.034 0.145
O 0.902445 -1.143372 -0.443129 -0.601 1.529 0.979
S 0.231523 -3.302154 -1.032907 -0.445 -0.024 -0.654
H -0.887806 -0.906342 0.322591 -0.500 0.317 0.270
H 0.132124 2.962943 0.748593 -1.800 -0.863 -0.810
H -1.346193 1.954244 -0.186910 0.160 0.550 1.318
H 0.168650 2.236055 -0.865899 0.136 -0.324 0.702
H 0.163669 0.784818 1.912255 -0.128 -0.010 -0.073
H 1.372682 1.244135 0.742446 2.959 -0.463 -0.065
```
Forces are in eV/Å.

Calculated values
HOMO energy: -10.5 eV
Energy relative to the best compared isomer or geometry (same formula, charge and spin): 50.04 kJ/mol
Max |F|: 4.11 eV/Å
E_tot: -20184.407 eV
LUMO: -0.03 eV

---

# 4
This record from OMol25 describes a structure of composition C13Cl53INO2P. The level of theory is ωB97M-V/def2-TZVPD.

```
71
Properties=species:S:1:pos:R:3:forces:R:3
O 1.127706 -5.748933 3.051979 -1.459 3.653 -1.781
N 0.754245 -4.798348 2.350662 2.581 -5.125 2.966
O 0.664808 -5.237779 1.082883 1.659 0.566 -2.195
P 1.975579 -4.649974 0.088161 -0.369 -1.019 -1.083
Cl 2.921986 -6.464668 -0.620806 -0.647 1.208 1.007
I 3.706238 -3.477530 1.381391 0.022 -1.425 1.076
C -2.380273 -5.372685 -1.323829 -0.123 -0.096 0.049
Cl -2.705113 -6.807366 -0.318513 0.161 0.340 -0.308
Cl -3.135200 -3.941565 -0.577966 0.265 -0.363 -0.229
Cl -0.620853 -5.119768 -1.447019 -0.686 -0.018 -0.519
Cl -3.059836 -5.622063 -2.951852 0.165 0.077 0.403
C 3.114944 -0.090992 -1.258086 -0.128 0.088 -0.111
Cl 4.240152 0.487845 -0.003756 -0.224 -0.499 -0.159
Cl 3.976415 -0.227025 -2.811694 -0.175 0.054 0.380
Cl 2.475738 -1.687409 -0.791644 -0.301 1.227 -1.073
Cl 1.767411 1.062561 -1.425201 0.340 -0.527 0.039
C 3.940179 4.469910 0.190007 -0.056 0.002 -0.214
Cl 3.129173 3.536611 1.472859 0.259 0.385 -0.347
Cl 4.089781 3.463414 -1.272497 -0.186 0.591 0.349
Cl 2.979776 5.923127 -0.184813 0.365 -0.253 0.136
Cl 5.561953 4.956580 0.744495 -0.535 -0.126 -0.070
C -5.756233 -7.248022 2.250307 -0.058 0.038 -0.001
Cl -6.780764 -7.574828 0.829735 0.267 0.102 0.334
Cl -4.977168 -5.656221 2.067111 -0.218 -0.380 0.145
Cl -6.761776 -7.251359 3.721217 0.255 -0.007 -0.364
Cl -4.505275 -8.509723 2.383238 -0.271 0.299 -0.032
C 7.784481 3.875405 -3.664228 0.101 0.060 -0.075
Cl 8.748736 2.540206 -2.984562 -0.250 0.305 -0.131
Cl 6.873900 4.675106 -2.358223 0.499 -0.141 -0.431
Cl 8.869484 5.056149 -4.440963 -0.398 -0.600 0.183
Cl 6.645865 3.230191 -4.873240 0.216 0.130 0.299
C -0.617330 4.581512 -2.041554 -0.020 0.025 0.010
Cl -1.997014 5.407120 -1.273873 0.342 -0.205 -0.186
Cl 0.354618 5.767577 -2.948690 -0.220 -0.301 0.224
Cl 0.393193 3.821291 -0.786322 -0.484 0.242 -0.288
Cl -1.220099 3.329986 -3.157264 0.160 0.282 0.268
C -6.411125 -1.402752 -0.434588 -0.056 -0.002 0.043
Cl -7.130582 -1.735378 -2.030279 0.247 0.086 0.487
Cl -4.801675 -0.669528 -0.649965 -0.355 -0.166 0.048
Cl -7.459698 -0.279373 0.467196 0.246 -0.270 -0.226
Cl -6.252624 -2.926706 0.474751 -0.128 0.386 -0.210
C -9.330061 -1.002584 -5.163729 -0.110 0.098 0.016
Cl -10.354593 -1.329390 -6.584301 0.267 0.065 0.351
Cl -8.550996 0.589217 -5.346925 -0.170 -0.407 0.055
Cl -10.335604 -1.005921 -3.692820 0.257 0.026 -0.431
Cl -8.079103 -2.264284 -5.030798 -0.320 0.227 -0.147
C -11.827921 -4.346382 -1.125473 0.043 -0.009 0.001
Cl -12.547378 -4.679008 -2.721164 0.180 0.094 0.376
Cl -10.218471 -3.613158 -1.340850 -0.366 -0.208 0.104
Cl -12.876493 -3.223002 -0.223689 0.252 -0.261 -0.221
Cl -11.669419 -5.870336 -0.216134 -0.040 0.364 -0.215
C 1.790021 3.698427 5.749493 -0.046 0.043 0.044
Cl 0.979015 2.765128 7.032346 0.217 0.231 -0.345
Cl 1.939624 2.691931 4.286990 -0.122 0.106 0.504
Cl 0.829619 5.151644 5.374674 0.255 -0.373 0.076
Cl 3.411795 4.185097 6.303982 -0.364 -0.118 -0.143
C 8.529148 3.427924 3.518590 0.008 0.017 0.048
Cl 6.968060 3.767018 4.307582 0.338 -0.086 -0.217
Cl 8.465575 3.964804 1.820930 0.178 -0.185 0.415
Cl 9.827257 4.302528 4.369875 -0.324 -0.218 -0.214
Cl 8.855766 1.677360 3.576049 -0.086 0.433 -0.028
C -1.001959 -3.255336 5.516727 0.042 0.320 -0.011
Cl 0.123250 -2.676499 6.771057 -0.244 -0.127 -0.224
Cl -0.140488 -3.391368 3.963120 -1.148 0.877 1.829
Cl -1.641164 -4.851753 5.983169 0.171 0.377 -0.156
Cl -2.349491 -2.101783 5.349613 0.216 -0.231 0.079
C 9.936063 8.741040 -3.680589 -0.077 0.031 0.136
Cl 10.431956 7.691569 -5.032325 0.034 0.416 0.209
Cl 9.129104 10.194205 -4.322043 0.209 -0.374 0.143
Cl 8.809550 7.854332 -2.622562 0.296 0.382 -0.194
Cl 11.373615 9.223987 -2.745357 -0.350 -0.130 -0.251
```
Forces are in eV/Å.

Calculated values
HOMO energy: -9.7 eV
Max |F|: 6.46 eV/Å
E_tot: -700136.185 eV
LUMO: -1.51 eV

---

# 5
This record from OMol25 describes a cluster of 2 separate species, C4H7N3 in total. The level of theory is ωB97M-V/def2-TZVPD.

```
14
Properties=species:S:1:pos:R:3:forces:R:3
C -0.403782 1.691380 -2.041504 -1.228 0.732 0.523
C 2.170805 0.183421 0.684568 0.231 -1.865 0.366
C 1.166884 0.960772 0.451814 -0.139 -4.026 0.320
C -0.888768 0.526764 -1.470735 1.288 -4.496 -0.726
N -0.057852 2.706765 -2.473267 0.338 0.187 -0.187
N -1.960275 -0.868316 0.179564 -2.134 0.480 -0.875
N -2.086843 0.200301 -0.780701 3.056 1.559 -1.057
H 3.193586 0.594375 0.766181 -0.460 -0.397 0.067
H 1.981491 -0.917891 0.812000 0.667 1.066 -0.106
H 1.175541 1.918635 0.270122 -0.498 5.168 -0.953
H -0.347701 -0.413594 -1.927685 -1.075 1.810 1.178
H -2.496035 -1.554467 -0.333741 0.137 -0.751 0.728
H -1.052380 -1.240333 0.413833 0.620 0.736 -0.487
H -2.395647 1.101310 -0.455751 -0.803 -0.202 1.209
```
Forces are in eV/Å.

Calculated values
HOMO energy (spin up / spin down): -9.3 / -8.1 eV
Energy relative to the best compared isomer or geometry (same formula, charge and spin): 636.25 kJ/mol
Max |F|: 5.28 eV/Å
E_tot: -8725.085 eV
LUMO (spin up / spin down): -0.62 / -0.35 eV

---

Q: Among the records above, which one has the lowest max |F|?
A: C4H7NO

---

Q: The highest E_tot belongs to which entry?
A: C4H7NO

---

Q: What is the E_tot in the second record?
A: -9942.023 eV